No. 1
This record from OMol25 describes a structure of composition C20H32AlClFIKN2O10P in a non-equilibrium geometry. The level of theory is wB97M-V/def2-TZVPD.

Each line ends with the natural charge from an NBO analysis.
CARTESIAN COORDINATES (ANGSTROEM)
1 C -4.226 1.125 -0.691  -0.226
2 C -3.645 0.792 -1.679  0.009
3 C -2.763 0.282 -2.760  -0.524
4 C -1.433 1.011 -2.618  0.161
5 N -1.523 2.306 -2.421  -0.215
6 N -0.415 2.954 -2.319  0.157
7 O -0.611 4.314 -2.194  -0.487
8 C 0.839 2.534 -2.312  0.253
9 C 1.958 3.521 -2.169  -0.684
10 C 1.032 1.136 -2.484  0.085
11 C 2.429 0.621 -2.466  -0.537
12 C 3.280 1.074 -1.198  -0.368
13 C 3.878 -0.111 -0.443  -0.428
14 C 3.518 -0.201 1.058  -0.424
15 C 3.606 1.140 1.775  -0.056
16 O 3.575 1.000 3.216  -0.544
17 C 2.370 1.379 3.713  0.805
18 C 2.106 2.868 3.956  -0.735
19 O 1.518 0.597 4.008  -0.527
20 C -0.170 0.397 -2.679  0.115
21 C -0.173 -1.050 -2.948  -0.370
22 I 1.111 -1.639 -4.598  0.177
23 C -0.070 -1.860 -1.689  -0.437
24 C 0.994 -1.448 -0.680  -0.634
25 H -4.558 1.225 0.320  0.259
26 H -2.665 -0.779 -2.546  0.283
27 H -3.240 0.495 -3.717  0.278
28 H -0.364 4.513 -1.274  0.490
29 H 2.796 3.115 -2.737  0.271
30 H 2.292 3.635 -1.139  0.265
31 H 1.709 4.469 -2.642  0.254
32 H 2.541 -0.459 -2.519  0.344
33 H 2.930 1.047 -3.346  0.270
34 H 2.638 1.721 -0.591  0.157
35 H 4.094 1.683 -1.592  0.220
36 H 4.962 0.034 -0.456  0.221
37 H 3.730 -1.043 -0.979  0.302
38 H 2.529 -0.623 1.257  0.207
39 H 4.232 -0.880 1.534  0.223
40 H 2.694 1.705 1.520  0.144
41 H 4.439 1.770 1.450  0.184
42 H 3.070 3.347 4.152  0.228
43 H 1.609 3.333 3.104  0.214
44 H 1.495 2.990 4.848  0.240
45 H -1.147 -1.298 -3.358  0.226
46 H -0.008 -2.915 -1.952  0.261
47 H -1.048 -1.761 -1.194  0.220
48 H 0.717 -1.844 0.296  0.277
49 H 1.119 -0.374 -0.543  0.174
50 H 1.922 -1.960 -0.941  0.242
51 C -2.523 -3.969 1.930  -0.667
52 C -1.462 -3.597 0.877  0.746
53 O -1.753 -3.828 -0.290  -0.614
54 O -0.403 -3.105 1.360  -0.428
55 H -3.404 -4.386 1.462  0.230
56 H -2.102 -4.707 2.614  0.227
57 H -2.812 -3.086 2.495  0.251
58 O -3.568 -0.879 1.723  -0.875
59 P -2.364 -0.114 2.239  2.481
60 O -1.578 -1.027 3.185  -0.695
61 O -2.820 1.114 2.983  -1.070
62 O -1.445 0.401 0.997  -1.409
63 O -5.463 -4.519 2.425  -0.844
64 H -5.655 -3.415 2.455  0.505
65 H -6.288 -4.961 2.178  0.555
66 H -5.123 -4.851 3.267  0.529
67 Al -1.320 1.747 0.066  0.790
68 Cl -7.289 -3.010 2.721  -0.740
69 K -2.784 3.483 1.746  0.950
70 F 4.481 -1.174 -2.766  -0.937

Net charge: 0
HOMO energy in eV: -7.11

No. 2
This record from OMol25 describes a cluster of 6 separate species, C35H40N3O8 in total in a non-equilibrium geometry. The level of theory is wB97M-V/def2-TZVPD.

Each line ends with the Löwdin charge.
CARTESIAN COORDINATES (ANGSTROEM)
1 C -3.429 3.153 1.326  -0.016
2 C -2.766 2.596 -0.015  -0.099
3 N -1.757 1.565 0.298  0.002
4 C -0.575 1.797 0.763  -0.019
5 C 0.185 0.642 0.790  0.106
6 N -0.691 -0.273 0.187  -0.068
7 C -1.745 0.322 -0.111  -0.080
8 C -0.468 -1.653 -0.110  0.055
9 H -2.733 3.613 1.880  0.001
10 H -3.752 2.127 1.716  0.111
11 H -4.263 3.880 1.183  0.103
12 H -2.293 3.388 -0.399  0.070
13 H -3.573 2.426 -0.681  0.122
14 H -0.233 2.674 0.881  0.077
15 H 1.067 0.200 0.977  0.095
16 H -2.562 -0.089 -0.728  0.195
17 H 0.050 -2.070 0.829  0.129
18 H 0.314 -1.762 -0.835  0.092
19 H -1.350 -2.028 -0.448  0.052
20 N 0.866 -2.766 3.145  0.057
21 C 1.434 -1.679 3.633  -0.114
22 C 2.869 -1.554 3.649  -0.005
23 C 3.516 -2.745 3.324  -0.097
24 C 2.932 -3.908 2.909  -0.020
25 C 1.512 -3.809 2.759  -0.136
26 H 0.792 -1.106 4.064  0.033
27 H 3.301 -0.587 3.920  0.104
28 H 4.522 -2.893 3.120  0.085
29 H 3.390 -4.809 2.636  0.094
30 H 1.059 -4.624 2.507  0.028
31 C -0.280 6.004 -3.152  0.024
32 C 0.236 5.306 -1.966  0.007
33 C 1.334 4.391 -2.088  -0.262
34 C 1.982 4.250 -3.363  -0.021
35 C 1.436 4.851 -4.431  -0.047
36 C 0.398 5.769 -4.373  -0.317
37 O -0.053 6.400 -5.483  0.086
38 O 1.694 3.718 -0.954  0.089
39 H -1.072 6.700 -2.961  0.100
40 H -0.096 5.571 -1.031  0.069
41 H 2.686 3.455 -3.588  0.116
42 H 1.989 4.810 -5.378  0.135
43 H -0.447 7.193 -5.368  0.049
44 H 2.366 3.220 -1.048  -0.029
45 C -0.735 3.712 4.291  -0.007
46 C -2.126 4.203 4.678  0.028
47 C -3.236 3.224 4.893  -0.315
48 C -2.847 1.872 4.943  -0.021
49 C -1.577 1.469 4.607  -0.022
50 C -0.482 2.320 4.353  -0.345
51 O 0.843 1.945 4.445  -0.051
52 O -4.512 3.631 5.109  0.074
53 H -0.088 4.508 4.126  0.070
54 H -2.536 5.272 4.579  0.119
55 H -3.601 1.297 5.275  0.085
56 H -1.499 0.428 4.620  0.094
57 H 1.616 2.736 4.225  0.229
58 H -4.400 4.558 5.142  0.073
59 C -0.352 -5.968 -1.293  0.032
60 C -0.598 -5.897 -2.865  0.004
61 C -1.754 -5.251 -3.222  -0.380
62 C -2.529 -4.565 -2.157  -0.019
63 C -2.290 -4.637 -0.811  -0.109
64 C -1.232 -5.321 -0.388  -0.318
65 O -0.847 -5.506 0.995  -0.025
66 O -2.045 -5.126 -4.521  0.038
67 H 0.748 -6.522 -1.112  0.164
68 H 0.105 -6.434 -3.680  0.154
69 H -3.656 -4.094 -2.577  0.183
70 H -2.986 -4.109 -0.247  0.102
71 H 0.014 -5.902 1.219  0.084
72 H -2.813 -4.697 -4.908  0.117
73 C 3.186 -1.610 -1.410  -0.015
74 C 3.237 -3.047 -1.922  0.005
75 C 2.652 -3.403 -3.065  -0.349
76 C 2.318 -2.383 -3.995  0.002
77 C 2.195 -1.072 -3.568  0.030
78 C 2.756 -0.636 -2.242  -0.352
79 O 2.550 0.651 -1.817  -0.027
80 O 2.425 -4.677 -3.452  0.091
81 H 3.609 -1.651 -0.304  0.148
82 H 3.380 -3.799 -1.281  0.065
83 H 2.118 -2.695 -5.054  0.140
84 H 1.891 -0.434 -4.265  0.058
85 H 3.383 0.773 -1.175  0.177
86 H 1.938 -4.833 -4.178  0.032

Relative energy (zero: lowest compared OMol25 entry of this formula, charge and spin) in kJ/mol: 291.0
Net charge: +1
HOMO energy in eV: -10.11

No. 3
This record from OMol25 describes a structure of composition C31H55AsBBiN10O2Se4Si3 in a non-equilibrium geometry. The level of theory is wB97M-V/def2-TZVPD.

Each line ends with the Löwdin spin population.
CARTESIAN COORDINATES (ANGSTROEM)
1 Bi 13.345 14.442 12.225  -0.011
2 C 10.092 11.350 11.629  0.000
3 C 10.592 12.243 12.611  0.001
4 N 11.914 12.111 12.744  0.000
5 N 12.294 11.110 11.918  0.000
6 C 11.245 10.625 11.201  0.000
7 B 13.753 10.741 11.662  0.000
8 N 14.324 11.521 10.473  0.000
9 C 14.058 11.265 9.178  0.000
10 C 14.733 12.249 8.414  0.000
11 C 15.316 13.120 9.340  0.000
12 N 15.011 12.747 10.609  -0.002
13 N 14.556 11.127 12.864  0.001
14 C 15.602 10.403 13.375  0.001
15 C 16.428 11.314 14.041  0.000
16 C 15.839 12.589 13.911  0.005
17 N 14.672 12.499 13.214  0.009
18 N 13.727 9.225 11.321  0.000
19 C 14.488 8.438 10.509  0.000
20 C 14.369 7.119 10.955  0.000
21 C 13.495 7.184 12.080  0.000
22 N 13.120 8.451 12.303  0.000
23 H 9.108 11.270 11.203  0.000
24 H 10.144 13.034 13.237  0.002
25 H 11.254 9.818 10.474  0.000
26 H 13.458 10.439 8.810  0.000
27 H 14.638 12.383 7.321  0.000
28 H 16.005 13.940 9.188  0.000
29 H 15.814 9.340 13.222  0.000
30 H 17.364 11.114 14.566  0.000
31 H 16.198 13.541 14.296  0.000
32 H 15.107 8.844 9.707  0.000
33 H 14.831 6.241 10.556  0.000
34 H 13.177 6.360 12.727  0.000
35 Se 15.815 16.063 12.017  0.007
36 Se 15.097 17.705 13.446  0.017
37 Se 14.650 16.518 15.518  0.221
38 Se 13.113 14.787 15.402  0.502
39 C 11.311 19.139 12.397  0.000
40 C 11.192 17.657 12.118  0.000
41 O 11.805 16.762 12.731  0.000
42 N 10.291 17.359 11.146  0.000
43 C 10.094 15.991 10.711  0.000
44 C 11.031 15.668 9.587  0.000
45 C 10.499 15.120 8.427  0.000
46 C 11.296 14.950 7.311  0.000
47 C 12.627 15.352 7.414  0.000
48 C 13.112 15.772 8.646  0.000
49 N 12.343 15.943 9.739  -0.001
50 H 12.206 19.294 12.985  0.000
51 H 10.435 19.490 12.949  0.000
52 H 11.436 19.705 11.481  0.000
53 H 9.942 18.129 10.574  0.000
54 H 9.046 15.847 10.432  0.000
55 H 10.362 15.378 11.583  0.000
56 H 9.417 14.825 8.370  0.000
57 H 10.927 14.549 6.356  0.000
58 H 13.296 15.340 6.546  0.000
59 H 14.152 16.049 8.801  0.000
60 C 14.155 11.838 17.426  0.005
61 C 13.391 10.850 16.526  0.000
62 O 12.404 11.519 15.766  0.006
63 H 14.740 11.354 18.176  0.000
64 H 13.430 12.493 17.950  0.000
65 H 14.788 12.492 16.793  0.005
66 H 12.874 10.134 17.177  0.000
67 H 14.092 10.286 15.900  0.000
68 H 12.795 11.626 14.852  0.001
69 C 6.417 15.522 16.529  0.013
70 Si 7.707 15.441 15.121  0.028
71 C 7.103 14.213 13.823  0.001
72 C 7.882 17.178 14.354  0.000
73 As 9.840 14.582 15.885  0.155
74 Si 10.529 16.219 17.636  -0.003
75 C 11.044 17.860 16.851  -0.001
76 C 11.875 15.563 18.790  0.000
77 C 9.074 16.553 18.844  0.000
78 Si 9.085 12.519 17.060  0.022
79 C 10.162 12.228 18.548  0.001
80 C 9.185 10.958 16.014  0.000
81 C 7.250 12.582 17.528  0.010
82 H 5.966 16.516 16.442  0.001
83 H 6.864 15.412 17.508  0.001
84 H 5.622 14.797 16.434  0.001
85 H 6.296 14.621 13.231  0.000
86 H 6.784 13.287 14.255  0.000
87 H 7.912 13.945 13.111  0.000
88 H 6.902 17.469 13.972  0.000
89 H 8.623 17.216 13.549  0.000
90 H 8.180 17.909 15.084  0.000
91 H 11.733 17.686 16.044  0.001
92 H 11.570 18.488 17.564  0.000
93 H 10.165 18.387 16.440  0.000
94 H 12.644 15.012 18.249  0.000
95 H 11.465 14.880 19.537  0.000
96 H 12.343 16.427 19.270  0.000
97 H 8.242 17.062 18.404  0.000
98 H 9.426 17.180 19.652  0.000
99 H 8.739 15.621 19.293  0.000
100 H 11.203 12.249 18.260  0.000
101 H 9.953 11.258 18.959  0.000
102 H 9.966 12.978 19.314  0.000
103 H 10.216 10.685 15.807  0.000
104 H 8.680 11.053 15.046  0.000
105 H 8.729 10.154 16.595  0.000
106 H 7.041 13.357 18.225  0.000
107 H 6.989 11.633 18.016  0.002
108 H 6.621 12.697 16.653  0.000

<S²>: 0.7593
Net charge: +1
Multiplicity: 2
HOMO energy (alpha / beta) in eV: -9.98 / -9.96

Number 1: total energy -100254.3798 eV. Number 2: total energy -57775.7071 eV. Number 3: total energy -404408.1050 eV.